1.
Below is a structure of composition C13H23I2OP2Ru, with properties calculated with wB97M-V/def2-TZVPD.

```
42
Properties=species:S:1:pos:R:3:lowdin_charge:R:1
I -2.79 0.72 -0.51 0.69
I 0.59 1.16 -1.51 0.50
Ru -0.56 -0.31 0.74 0.51
P -0.68 -2.06 -0.72 0.55
C -1.32 -3.43 0.27 -0.25
C -1.73 -2.02 -2.22 -0.29
H -1.73 -3.03 -2.68 0.07
H 0.73 -3.55 -2.01 0.07
H -1.34 -1.30 -2.95 0.04
H 1.35 -1.86 -2.00 0.02
H -2.12 -3.05 0.92 0.05
H -2.75 -1.74 -1.97 0.00
C 0.90 -2.66 -1.39 -0.26
H -1.70 -4.23 -0.38 0.07
H 1.59 -2.91 -0.58 0.03
H -0.50 -3.81 0.90 0.05
P -0.37 3.47 -1.50 0.38
C -0.65 4.04 0.17 -0.26
C 0.84 4.53 -2.29 -0.25
H -1.73 3.00 -3.42 0.06
H -2.06 4.60 -2.72 0.07
H -2.71 3.11 -1.94 -0.04
C -1.87 3.55 -2.49 -0.29
H 1.11 4.12 -3.27 0.06
H 0.36 5.51 -2.42 0.07
H -0.77 5.14 0.12 0.07
H 0.21 3.80 0.81 0.06
H 1.74 4.63 -1.66 0.07
H -1.54 3.59 0.60 0.03
C -0.67 1.01 2.04 -0.36
O -0.74 1.83 2.87 0.11
C 2.67 -2.53 3.55 0.00
C 1.34 -2.37 3.95 0.05
C 0.42 -1.73 3.11 -0.02
C 0.86 -1.25 1.87 -0.31
C 2.18 -1.40 1.45 -0.03
C 3.08 -2.06 2.30 0.05
H 3.39 -3.01 4.22 0.14
H 1.01 -2.72 4.93 0.15
H -0.63 -1.59 3.37 0.12
H 2.47 -0.98 0.49 0.10
H 4.11 -2.20 1.96 0.14
```

Relative energy (zero: lowest compared OMol25 entry of this formula, charge and spin): 11.9 kcal per mole
HOMO-LUMO gap (alpha / beta): 4.86 / 4.19 eV
Lowest unoccupied orbital energy (alpha / beta): -6.44 / -10.75 eV
Net charge: +2
Maximum force: 6.57 eV Å⁻¹
2S+1: 6

2.
Below is an isolated molecule of C9H11NOS, with properties calculated with wB97M-V/def2-TZVPD.

```
23
Properties=species:S:1:pos:R:3:lowdin_charge:R:1
H -1.57 -3.53 0.04 0.08
N -1.11 -2.58 -0.11 0.10
C -1.07 -1.96 1.00 -0.19
C -0.34 -0.67 1.09 -0.14
C 0.01 -0.46 2.43 -0.04
C 0.62 0.75 2.76 -0.08
C 1.41 1.51 1.89 -0.04
C 1.11 1.22 0.53 -0.09
C 0.29 0.20 0.17 -0.21
C -0.07 0.08 -1.35 -0.56
C -1.14 1.15 -1.79 -0.09
S 1.42 0.36 -2.34 0.89
O 0.92 -0.06 -3.82 -0.45
H -1.43 -2.23 1.94 0.09
H -0.40 -1.09 3.20 0.10
H 0.63 1.00 3.83 0.10
H 2.14 2.26 2.08 0.10
H 1.86 1.79 -0.11 0.12
H -0.40 -0.95 -1.58 0.08
H -0.92 2.07 -1.18 0.09
H -2.16 0.71 -1.76 0.08
H -0.88 1.35 -2.86 0.06
H 1.07 -0.94 -4.08 0.01
```

Relative energy (zero: lowest compared OMol25 entry of this formula, charge and spin): 59.4 kcal per mole
HOMO-LUMO gap: 8.59 eV
Lowest unoccupied orbital energy: 0.29 eV
Structure (SMILES): [H]/N=C/c1ccccc1[C@@H](C)SO
Net charge: 0
Maximum force: 4.13 eV Å⁻¹

3.
Below is a structure of composition C38H39BF6N8O5PtS2, with properties calculated with wB97M-V/def2-TZVPD.

```
100
Properties=species:S:1:pos:R:3:lowdin_charge:R:1
Pt -0.38 -0.18 -0.75 1.22
C -2.07 -1.47 4.42 0.01
C -1.90 -0.59 3.24 -0.22
C -2.42 0.68 3.05 0.09
C -1.92 1.13 1.81 -0.19
N -1.14 0.15 1.31 0.04
N -1.15 -0.88 2.15 0.08
B -0.41 -2.20 1.85 -0.48
N -1.02 -2.85 0.59 0.09
N -0.85 -2.35 -0.63 0.03
C -1.39 -3.22 -1.52 -0.19
C -1.90 -4.32 -0.80 0.10
C -1.64 -4.06 0.53 -0.21
C -1.97 -4.89 1.71 0.01
C -1.38 -3.07 -2.94 -0.12
C -2.29 -3.82 -3.71 0.03
C -2.27 -3.74 -5.08 -0.01
C -1.33 -2.92 -5.72 0.03
C -0.41 -2.20 -4.97 -0.02
C -0.43 -2.27 -3.60 -0.01
N 1.06 -1.89 1.51 0.03
N 1.40 -1.24 0.39 0.03
C 2.74 -1.19 0.31 -0.23
C 3.26 -1.86 1.44 0.05
C 2.17 -2.29 2.17 -0.26
C 2.16 -3.10 3.41 -0.01
C 3.45 -0.57 -0.77 -0.16
C 2.76 -0.06 -1.88 -0.05
C 3.43 0.54 -2.92 -0.06
C 4.82 0.64 -2.88 -0.05
C 5.52 0.14 -1.80 -0.06
C 4.85 -0.47 -0.75 -0.01
C -2.16 2.41 1.21 -0.11
C -3.32 3.13 1.56 0.03
C -3.59 4.35 0.98 0.00
C -2.70 4.89 0.04 0.04
C -1.55 4.19 -0.32 -0.01
C -1.27 2.98 0.27 -0.01
H -2.62 -0.94 5.19 0.10
H -2.61 -2.38 4.17 0.09
H -1.10 -1.76 4.82 0.09
H -3.05 1.22 3.73 0.13
H -0.48 -2.91 2.77 0.12
H -2.37 -5.19 -1.19 0.13
H -2.49 -5.79 1.38 0.10
H -1.07 -5.18 2.25 0.10
H -2.62 -4.34 2.39 0.09
H -3.03 -4.43 -3.22 0.13
H -2.98 -4.30 -5.67 0.13
H -1.32 -2.86 -6.80 0.13
H 0.34 -1.60 -5.48 0.12
H 0.32 -1.75 -3.01 0.10
H 4.29 -2.02 1.68 0.12
H 3.18 -3.20 3.78 0.09
H 1.55 -2.65 4.19 0.08
H 1.78 -4.10 3.22 0.09
H 1.67 -0.14 -1.90 0.04
H 2.89 0.93 -3.77 0.09
H 5.34 1.11 -3.71 0.11
H 6.60 0.21 -1.78 0.11
H 5.40 -0.86 0.09 0.11
H -4.03 2.70 2.25 0.13
H -4.49 4.88 1.25 0.13
H -2.91 5.85 -0.40 0.13
H -0.88 4.60 -1.06 0.13
H -0.34 2.48 0.03 0.07
F 0.36 2.90 -4.96 0.18
C -0.24 1.73 -4.78 -0.65
F -1.16 1.55 -5.71 0.17
F 0.69 0.77 -4.92 0.13
S -0.99 1.64 -3.06 0.61
O 0.15 1.68 -2.17 -0.35
O -1.93 2.70 -2.96 -0.23
N -1.62 0.18 -3.04 -0.30
S -2.85 0.10 -2.06 0.59
O -3.20 -1.25 -1.77 -0.24
O -2.60 0.94 -0.91 -0.33
C -4.37 0.79 -2.93 -0.66
F -5.42 0.33 -2.27 0.16
F -4.38 0.32 -4.17 0.16
F -4.46 2.11 -2.96 0.17
O 1.38 1.46 0.51 0.00
C 2.29 1.80 1.24 -0.47
C 3.03 3.10 1.10 -0.08
C 2.94 3.84 2.45 -0.16
C 1.63 3.58 3.23 -0.18
C 1.65 2.35 4.15 -0.16
C 1.65 1.02 3.39 -0.17
N 2.65 1.06 2.35 0.08
H 2.57 3.67 0.30 0.12
H 4.07 2.92 0.84 0.13
H 3.01 4.91 2.25 0.12
H 3.79 3.58 3.09 0.11
H 0.80 3.51 2.52 0.10
H 1.44 4.45 3.87 0.12
H 0.77 2.38 4.79 0.11
H 2.52 2.41 4.80 0.12
H 0.68 0.84 2.91 0.10
H 1.86 0.19 4.07 0.12
H 3.55 1.34 2.74 0.14
```

HOMO-LUMO gap (alpha / beta): 7.42 / 3.62 eV
Lowest unoccupied orbital energy (alpha / beta): -5.35 / -9.09 eV
Net charge: +2
Maximum force: 3.14 eV Å⁻¹
2S+1: 5